Entry 1:
61
Properties=species:S:1:pos:R:3:mulliken_charge:R:1 method="wB97M-V/def2-TZVPD" lumo_ev=1.55 relative_energy_kcal_mol=0.0 charge=-1 gap_ev=7.61
Sr -0.014 -0.641 1.828 1.85
N 2.258 -0.644 -0.889 -0.32
C 1.537 0.513 -1.140 0.55
C 1.564 1.135 -2.392 -0.86
C 0.790 2.254 -2.595 -0.33
C -0.007 2.730 -1.553 -0.94
C 0.010 2.043 -0.361 -0.56
N 0.759 0.949 -0.141 -0.21
H 2.993 -0.825 -1.555 0.24
H 2.546 -0.773 0.076 0.23
H 2.160 0.735 -3.202 0.38
H 0.803 2.741 -3.563 0.87
H -0.628 3.606 -1.675 0.47
H -0.597 2.370 0.478 0.54
Cl 6.873 -5.635 4.406 -0.23
C 5.529 -4.651 3.897 0.45
C 5.775 -3.432 3.287 -0.71
C 4.701 -2.655 2.885 -0.21
C 3.398 -3.093 3.091 -0.01
C 3.174 -4.318 3.706 -0.24
C 4.238 -5.105 4.113 -0.66
C 2.235 -2.247 2.648 1.22
O 2.479 -1.148 2.073 -1.08
O 1.069 -2.665 2.869 -1.04
H 6.793 -3.101 3.133 0.40
H 4.856 -1.696 2.409 0.38
H 2.152 -4.640 3.858 0.37
H 4.076 -6.061 4.592 0.40
O 1.205 1.092 -5.803 -0.64
S 0.318 2.162 -6.219 1.23
O 0.551 3.421 -5.517 -0.75
O 0.094 2.269 -7.641 -0.71
C -1.296 1.718 -5.498 0.06
N -2.390 2.298 -5.995 -0.51
C -3.522 2.062 -5.351 -0.38
C -3.594 1.288 -4.199 -0.69
C -2.399 0.736 -3.770 0.22
N -1.264 0.931 -4.433 -0.09
C -2.254 -0.061 -2.525 1.31
C -3.062 0.131 -1.408 -0.71
C -2.751 -0.530 -0.234 -0.75
N -1.715 -1.368 -0.125 -0.72
C -0.990 -1.607 -1.221 -0.37
C -1.210 -0.976 -2.428 -0.30
H -4.417 2.518 -5.763 0.41
H -4.531 1.126 -3.684 0.45
H -3.879 0.841 -1.424 0.35
H -3.319 -0.352 0.672 0.63
H -0.158 -2.294 -1.109 0.46
H -0.554 -1.129 -3.274 0.45
Br -4.647 3.457 5.877 -0.24
C -3.444 2.407 4.833 0.23
C -3.492 2.487 3.454 -0.85
C -2.604 1.710 2.713 -0.02
C -1.654 0.839 3.276 -0.57
C -1.666 0.822 4.682 -0.17
C -2.534 1.581 5.464 -0.62
H -4.204 3.144 2.969 0.38
H -2.671 1.814 1.630 0.29
H -0.966 0.186 5.222 0.31
H -2.503 1.531 6.546 0.37

***

Entry 2:
16
Properties=species:S:1:pos:R:3:mulliken_charge:R:1 method="wB97M-V/def2-TZVPD" lumo_ev=3.80 relative_energy_kcal_mol=15.5 charge=-1 gap_ev=6.59
C 2.277 0.053 -1.169 -0.82
N 1.423 1.214 -0.994 -0.36
C 0.448 1.165 0.125 -0.62
C -0.578 0.055 0.077 -0.45
S -1.611 0.160 1.586 -0.75
H 1.726 -0.882 -1.047 0.27
H 2.821 0.130 -2.103 0.34
H 2.949 0.007 -0.318 0.25
H 1.016 1.523 -1.860 0.24
H 0.013 2.160 0.115 0.31
H 1.056 1.019 1.026 0.27
H -1.188 0.262 -0.798 0.19
H -0.090 -0.913 0.017 0.20
H -4.005 -1.567 1.541 0.32
H -2.681 -2.009 1.948 0.27
O -3.576 -2.377 1.854 -0.65

***

Entry 3:
23
Properties=species:S:1:pos:R:3:mulliken_charge:R:1 method="wB97M-V/def2-TZVPD" smiles=CN(C)CCCS.O lumo_ev=0.71 relative_energy_kcal_mol=75.0 gap_ev=9.29
C -1.319 1.823 1.346 -1.11
N -0.412 0.708 1.003 0.32
C -0.357 -0.362 2.102 -1.43
C 1.089 1.184 0.743 -0.78
C 1.910 0.015 -0.052 -0.49
C 1.161 -0.998 -0.847 -0.63
S 0.456 -0.455 -2.503 -0.21
H -2.152 1.354 1.779 0.37
H -1.622 2.085 0.313 0.37
H -1.009 2.752 2.007 0.24
H 0.086 -1.276 1.570 0.31
H -1.330 -0.715 2.418 0.55
H 0.176 -0.071 2.937 0.41
H 1.558 1.218 1.706 0.38
H 1.279 2.177 0.277 0.41
H 2.285 -0.558 0.826 0.26
H 2.655 0.574 -0.498 0.43
H 0.281 -1.367 -0.442 0.18
H 1.885 -1.793 -1.269 0.37
H -0.524 0.074 -1.909 0.07
O -2.284 -1.137 0.273 -0.52
H -2.367 -0.960 1.133 0.23
H -2.241 -2.038 0.254 0.29